Run i
{"formula": "C4H16N2O2", "method": "the ωB97M-V functional and the def2-TZVPD basis", "total_charge": 2, "homo_lumo_gap_ev": 10.3, "multiplicity": 1, "homo_ev": -18.1, "elements": ["C", "C", "C", "C", "N", "N", "H", "H", "H", "H", "H", "H", "H", "H", "H", "H", "H", "H", "H", "H", "O", "H", "H", "O"], "xyz": [[1.2546, 0.0222, 0.5562], [-0.1898, 0.1482, 0.3144], [-0.5279, -1.1532, -0.4960], [-2.6154, -1.0291, -1.8608], [-2.0257, -1.1671, -0.7253], [1.7743, 1.3445, 1.3030], [1.4681, -0.8457, 1.1993], [1.7402, 0.0895, -0.5554], [-0.9262, 0.0953, 1.1089], [-0.6140, 1.0332, -0.2641], [-0.1348, -1.0114, -1.4650], [-0.4184, -2.1507, -0.0799], [-2.1361, -1.0782, -2.8987], [-3.6598, -1.0442, -2.1237], [-2.6410, -1.0611, 0.0323], [1.0344, 1.4931, 2.1125], [1.7359, 2.0024, 0.6146], [2.7211, 1.0693, 1.6441], [-0.5175, 2.8122, 3.3061], [-0.6540, 1.4799, 3.9633], [-0.3941, 1.9309, 3.1928], [2.2022, -1.2226, -2.2425], [2.0391, -0.8111, -3.7140], [1.4849, -0.9463, -2.9220]], "lowdin_charge": [-0.1130, -0.1928, -0.0897, 0.2118, 0.0683, 0.2100, 0.1513, 0.1749, 0.1104, 0.1659, 0.0708, 0.1566, 0.1643, 0.1268, 0.1536, 0.1526, 0.1063, 0.1866, 0.0235, 0.0619, 0.0402, 0.0887, 0.0697, -0.0986]}

***

Run ii
{"formula": "C4H16N2O2", "method": "the ωB97M-V functional and the def2-TZVPD basis", "total_charge": 2, "homo_lumo_gap_ev": 11.3, "multiplicity": 1, "homo_ev": -18.0, "elements": ["C", "O", "C", "C", "C", "N", "N", "H", "H", "H", "H", "H", "H", "H", "H", "H", "H", "H", "H", "H", "H", "H", "H", "O"], "xyz": [[1.5028, 1.4563, 0.4848], [0.1522, 1.6964, 0.5640], [1.5426, 0.1597, -0.5232], [0.7687, -1.0145, 0.0492], [-0.5599, -1.3445, -0.6229], [-1.7165, -0.3800, -0.0611], [2.9935, -0.2093, -0.7657], [2.0808, 2.2168, -0.0485], [1.9713, 1.1459, 1.4354], [-0.1097, 2.3085, 1.2646], [0.9838, 0.6183, -1.3419], [0.6127, -0.8512, 1.1361], [1.3111, -2.0263, 0.0789], [-0.9480, -2.2734, -0.2393], [-0.5902, -1.1394, -1.7090], [-1.3061, 0.5128, 0.1805], [-2.2964, -0.7980, 0.6816], [-2.3870, -0.3462, -0.8503], [3.5037, 0.4459, -0.1822], [3.2437, -1.1487, -0.4422], [3.3500, 0.0114, -1.7331], [-4.2354, 0.8347, 1.2234], [-5.4047, 0.0061, 0.8060], [-4.4629, 0.1187, 0.6149]], "lowdin_charge": [-0.1830, -0.0446, -0.2272, -0.1500, -0.0530, 0.1889, 0.2503, 0.1396, 0.1476, 0.1470, 0.1588, 0.1434, 0.1610, 0.1320, 0.1479, 0.1031, 0.1508, 0.1630, 0.1584, 0.1795, 0.2155, 0.0527, 0.0728, -0.0545]}

***

Which one sits at the top of the stability order? run ii does.

***

Run i
{"formula": "C27H19ClN4O6STc", "method": "the ωB97M-V functional and the def2-TZVPD basis", "total_charge": 2, "homo_lumo_gap_ev": [6.2, 6.3], "multiplicity": 4, "homo_ev": [-15.0, -14.9], "elements": ["Tc", "C", "C", "C", "C", "C", "C", "C", "S", "O", "O", "N", "C", "C", "C", "C", "C", "C", "C", "C", "N", "C", "H", "H", "H", "H", "H", "H", "H", "H", "H", "H", "H", "H", "H", "O", "C", "O", "C", "C", "Cl", "N", "N", "C", "C", "O", "O", "C", "C", "C", "C", "C", "C", "H", "H", "H", "H", "H", "H"], "xyz": [[0.5245, -1.4281, -0.3013], [-6.6089, 0.5876, -3.4018], [-5.4446, 0.3396, -2.4859], [-4.4775, -0.6204, -2.8083], [-3.3953, -0.8432, -1.9872], [-3.2903, -0.0821, -0.8168], [-4.2383, 0.8831, -0.4567], [-5.3105, 1.0747, -1.3032], [-1.9406, -0.2748, 0.1934], [-2.0194, 0.4860, 1.3855], [-1.5207, -1.7154, 0.3167], [-0.5343, 0.1210, -0.6536], [-0.0048, 1.2358, -1.3293], [-0.6022, 2.4308, -1.6245], [0.1444, 3.4153, -2.3077], [1.4417, 3.1862, -2.6839], [2.0666, 1.9459, -2.3924], [3.3805, 1.5967, -2.7743], [3.8805, 0.3498, -2.4796], [3.0907, -0.5580, -1.7814], [1.8479, -0.2555, -1.3958], [1.3246, 0.9847, -1.7101], [-6.7485, -0.2272, -4.1092], [-6.4381, 1.5035, -3.9727], [-7.5310, 0.7265, -2.8378], [-4.5945, -1.2122, -3.7078], [-2.6684, -1.6094, -2.2288], [-4.1415, 1.4369, 0.4681], [-6.0733, 1.7967, -1.0367], [-1.6311, 2.6186, -1.3394], [-0.3241, 4.3619, -2.5416], [2.0006, 3.9463, -3.2165], [3.9916, 2.3179, -3.3052], [4.8781, 0.0571, -2.7747], [3.4574, -1.5424, -1.5202], [1.8336, -5.8675, 3.1585], [1.8809, -4.7407, 3.8579], [2.0012, -4.7255, 5.0427], [1.7546, -3.4314, 3.0999], [1.7801, -2.1676, 3.7002], [1.8285, -1.8578, 5.3431], [1.6895, -1.1987, 2.7575], [1.5371, -1.8052, 1.5416], [1.6030, -3.1406, 1.7640], [1.4932, -3.9829, 0.5351], [1.6399, -5.1635, 0.4941], [1.2288, -3.2262, -0.5464], [1.9732, 0.2335, 2.8601], [2.7523, 0.7473, 3.8879], [3.0261, 2.1076, 3.9233], [2.5458, 2.9619, 2.9462], [1.7882, 2.4389, 1.9111], [1.5101, 1.0848, 1.8731], [1.7589, -5.7326, 2.1948], [3.1841, 0.1239, 4.6473], [3.6354, 2.4916, 4.7314], [2.7659, 4.0198, 2.9880], [1.4000, 3.0846, 1.1321], [0.8980, 0.7125, 1.0772]], "lowdin_charge": [1.7714, -0.0163, -0.2131, 0.0009, -0.0307, -0.3327, -0.0242, 0.0027, 0.7150, -0.2079, -0.3848, -0.2860, -0.2458, 0.0476, -0.0140, 0.0268, -0.1262, 0.0737, 0.0080, -0.0417, -0.0336, -0.1702, 0.0899, 0.1037, 0.0974, 0.1319, 0.1226, 0.1271, 0.1355, 0.1320, 0.1292, 0.1370, 0.1455, 0.1332, 0.1343, 0.1721, -0.4723, 0.1316, -0.0104, -0.5345, 0.9570, -0.0009, 0.0000, -0.1133, -0.4742, 0.1900, -0.1951, -0.1536, -0.0257, -0.0332, -0.0427, -0.0501, -0.0428, 0.0790, 0.0775, 0.1262, 0.1218, 0.1117, 0.0439]}

***

Run ii
{"formula": "C27H19ClN4O6STc", "method": "the ωB97M-V functional and the def2-TZVPD basis", "total_charge": 2, "homo_lumo_gap_ev": [7.1, 6.4], "multiplicity": 4, "homo_ev": [-14.6, -14.8], "elements": ["Tc", "C", "C", "C", "C", "C", "C", "C", "S", "O", "O", "N", "C", "C", "C", "C", "C", "C", "C", "C", "N", "C", "H", "H", "H", "H", "H", "H", "H", "H", "H", "H", "H", "H", "H", "O", "C", "O", "C", "C", "Cl", "N", "N", "C", "C", "O", "O", "C", "C", "C", "C", "C", "C", "H", "H", "H", "H", "H", "H"], "xyz": [[-0.2239, 0.1343, -0.0708], [-3.2907, -0.8720, -7.3473], [-2.9544, -1.0017, -5.8953], [-1.7467, -0.5033, -5.3936], [-1.4344, -0.6096, -4.0553], [-2.3463, -1.2287, -3.2021], [-3.5533, -1.7470, -3.6728], [-3.8453, -1.6224, -5.0171], [-2.0071, -1.3911, -1.5210], [-2.8372, -2.3585, -0.9087], [-0.4993, -1.5206, -1.3263], [-2.0262, 0.0612, -0.7685], [-2.9856, 0.9952, -0.3609], [-4.3262, 1.0238, -0.6331], [-5.1067, 2.0798, -0.1094], [-4.5517, 3.0668, 0.6569], [-3.1642, 3.0508, 0.9518], [-2.5041, 4.0136, 1.7423], [-1.1550, 3.9021, 1.9783], [-0.4527, 2.8250, 1.4367], [-1.0401, 1.9027, 0.6819], [-2.3894, 2.0026, 0.4337], [-2.4046, -0.6826, -7.9490], [-3.9829, -0.0401, -7.4941], [-3.7796, -1.7724, -7.7161], [-1.0398, -0.0471, -6.0739], [-0.4799, -0.2567, -3.6851], [-4.2287, -2.2591, -3.0013], [-4.7716, -2.0314, -5.3985], [-4.7912, 0.2489, -1.2279], [-6.1662, 2.0932, -0.3226], [-5.1630, 3.8667, 1.0525], [-3.0683, 4.8360, 2.1643], [-0.6266, 4.6227, 2.5846], [0.6067, 2.7022, 1.6225], [4.9781, -0.5218, 3.9396], [3.6729, -0.3721, 3.7267], [2.8628, -0.5046, 4.5887], [3.2059, -0.0140, 2.3384], [3.8193, 0.6938, 1.3088], [5.4015, 1.2935, 1.3488], [2.9321, 0.8741, 0.2889], [1.7701, 0.2820, 0.6426], [1.9247, -0.2562, 1.8551], [0.7283, -0.9975, 2.3670], [0.6583, -1.7416, 3.2729], [-0.3815, -0.7179, 1.5739], [3.0232, 1.5648, -0.9773], [4.1948, 2.1803, -1.3989], [4.2237, 2.8595, -2.6103], [3.1041, 2.9405, -3.4170], [1.9375, 2.3111, -3.0098], [1.9057, 1.6300, -1.8070], [5.5135, -0.4695, 3.1385], [5.0983, 2.1475, -0.8205], [5.1491, 3.3288, -2.9145], [3.1399, 3.4765, -4.3548], [1.0501, 2.3412, -3.6273], [0.9731, 1.1115, -1.5862]], "lowdin_charge": [1.6933, -0.0202, -0.2235, -0.0053, -0.0445, -0.3111, -0.0263, 0.0033, 0.7284, -0.1894, -0.4051, -0.2657, -0.2205, 0.0436, -0.0164, 0.0160, -0.1236, 0.0649, 0.0022, -0.0638, -0.0311, -0.1439, 0.0884, 0.1032, 0.0962, 0.1265, 0.1048, 0.1257, 0.1343, 0.1290, 0.1279, 0.1339, 0.1436, 0.1291, 0.1225, 0.1555, -0.4672, 0.1886, -0.0281, -0.5177, 0.9213, -0.0099, -0.0298, -0.0977, -0.4249, 0.2499, -0.1759, -0.1494, -0.0179, -0.0267, -0.0369, -0.0503, -0.0497, 0.0809, 0.0512, 0.1283, 0.1251, 0.1169, 0.0381]}

***

Which one sits at the top of the stability order? run i does.

***

Run i
{"formula": "C6H13O2", "method": "the ωB97M-V functional and the def2-TZVPD basis", "total_charge": -2, "homo_lumo_gap_ev": [2.5, 7.9], "multiplicity": 2, "homo_ev": [4.0, -1.5], "elements": ["C", "C", "C", "H", "H", "H", "H", "H", "H", "H", "H", "C", "C", "C", "O", "O", "H", "H", "H", "H", "H"], "xyz": [[-1.0852, 0.2229, -1.3188], [-1.4159, 1.6931, -0.9220], [-2.2297, -0.5256, -2.0433], [-0.1724, 0.1652, -1.9037], [-0.9895, -0.3072, -0.3695], [-0.4399, 2.1483, -0.7366], [-2.0578, 1.6418, -0.0449], [-2.3157, -0.1369, -3.0775], [-1.8021, -1.4920, -2.3200], [-1.8902, 2.2079, -1.7509], [-3.1973, -0.4524, -1.5647], [2.1400, -0.2498, 2.0545], [1.0452, -1.3207, 2.0733], [2.2465, 0.3729, 0.5409], [1.8503, 1.5571, 0.4774], [2.7049, -0.3923, -0.3225], [2.1562, 0.5076, 2.8288], [3.1258, -0.7337, 2.1355], [1.5059, -2.2794, 2.3486], [0.5775, -1.3700, 1.0954], [0.2435, -1.2567, 2.8201]], "lowdin_charge": [-0.3397, -0.1867, -0.5729, 0.0892, 0.0644, 0.0401, 0.0352, -0.0314, -0.0237, 0.0233, -0.0560, -0.1950, -0.1622, -0.7560, -0.1052, -0.0930, 0.0654, 0.0690, 0.0457, 0.0471, 0.0426]}

***

Run ii
{"formula": "C6H13O2", "method": "the ωB97M-V functional and the def2-TZVPD basis", "total_charge": -2, "homo_lumo_gap_ev": [2.2, 7.9], "multiplicity": 2, "homo_ev": [4.1, -1.7], "elements": ["C", "C", "C", "H", "H", "H", "H", "H", "H", "H", "H", "C", "C", "C", "O", "O", "H", "H", "H", "H", "H"], "xyz": [[1.1629, -1.7306, -1.4276], [-0.3069, -1.7702, -0.9586], [2.0709, -2.6671, -0.5773], [1.2816, -2.0070, -2.4851], [1.5988, -0.7400, -1.3648], [-0.8608, -2.3985, -1.6856], [-0.6222, -0.7319, -1.0071], [2.9576, -2.2081, -0.1090], [1.5336, -2.9812, 0.3209], [-0.5328, -2.2193, -0.0116], [2.3637, -3.5502, -1.1462], [-0.7437, 2.6392, 1.4077], [-1.3469, 2.8826, 0.0094], [-1.0432, 1.2071, 2.0404], [-1.1653, 0.2783, 1.2188], [-0.9534, 1.1827, 3.2838], [0.2646, 3.0234, 1.4579], [-1.3137, 3.2665, 2.1213], [-2.4037, 3.1405, 0.0313], [-1.2969, 1.9185, -0.5201], [-0.6442, 3.4652, -0.5986]], "lowdin_charge": [-0.4237, -0.1820, -0.4934, 0.0208, 0.0573, 0.0339, 0.0339, -0.0239, 0.0148, 0.0426, -0.0746, -0.2045, -0.1589, -0.7491, -0.0696, -0.1139, 0.0737, 0.0745, 0.0515, 0.0468, 0.0438]}

***

Which one sits at the top of the stability order? run i does.

***

Run i
{"formula": "C7H5N", "method": "the ωB97M-V functional and the def2-TZVPD basis", "total_charge": 0, "homo_lumo_gap_ev": 9.7, "multiplicity": 1, "homo_ev": -9.7, "smiles": "C#Cc1ccncc1", "elements": ["C", "C", "C", "C", "C", "N", "C", "C", "H", "H", "H", "H", "H"], "xyz": [[2.9507, -0.0337, 0.4380], [1.9946, -0.2044, -0.3760], [0.5092, -0.1532, -0.3464], [-0.3337, -1.2842, -0.2008], [-1.6652, -1.0861, 0.1186], [-2.2701, 0.1490, 0.2010], [-1.3982, 1.1342, 0.0492], [-0.1122, 1.0665, -0.3445], [3.8721, 0.4613, 0.7021], [0.3233, -2.1687, -0.2094], [-2.4146, -1.9642, 0.1118], [-1.9211, 2.0531, 0.0848], [0.4652, 2.0303, -0.2284]], "lowdin_charge": [0.1353, -0.0326, -0.2699, -0.0354, -0.1317, 0.0665, -0.1899, -0.0604, 0.0324, 0.1177, 0.1290, 0.0964, 0.1426]}

***

Run ii
{"formula": "C7H5N", "method": "the ωB97M-V functional and the def2-TZVPD basis", "total_charge": 0, "homo_lumo_gap_ev": 8.3, "multiplicity": 1, "homo_ev": -8.6, "smiles": "C#Cc1cccnc1", "elements": ["C", "C", "C", "C", "C", "C", "N", "C", "H", "H", "H", "H", "H"], "xyz": [[3.1789, -0.0369, -0.0902], [1.9045, 0.2231, 0.0630], [0.5523, 0.3175, 0.2390], [-0.4215, 1.4000, -0.0191], [-1.8093, 1.0210, -0.0577], [-2.0951, -0.4882, -0.0380], [-1.1005, -1.4012, -0.0397], [0.1061, -1.0565, 0.0631], [4.1996, -0.0396, -0.2627], [-0.1089, 2.3878, -0.3413], [-2.6301, 1.7371, 0.1810], [-3.2094, -0.6980, -0.1202], [0.9562, -1.8585, -0.1396]], "lowdin_charge": [0.1590, -0.1426, -0.2138, -0.0034, -0.0362, -0.0881, 0.0301, -0.1594, -0.0093, 0.1001, 0.0964, 0.1095, 0.1579]}

***

Run iii
{"formula": "C7H5N", "method": "the ωB97M-V functional and the def2-TZVPD basis", "total_charge": 0, "homo_lumo_gap_ev": 9.2, "multiplicity": 1, "homo_ev": -9.3, "smiles": "C#Cc1ccccn1", "elements": ["C", "C", "C", "C", "C", "C", "C", "N", "H", "H", "H", "H", "H"], "xyz": [[-2.9492, -1.2662, 0.4183], [-1.9529, -0.5381, -0.0553], [-0.6607, -0.0358, -0.1570], [0.2271, -0.4312, -1.0105], [1.5610, -0.0213, -1.0049], [2.1835, 0.5999, -0.0280], [1.2334, 0.9435, 0.9989], [-0.1351, 0.8223, 0.7746], [-4.1112, -1.4143, 0.7424], [-0.1197, -1.1220, -1.7236], [2.2730, -0.7462, -1.5359], [3.3718, 0.7251, 0.1664], [1.6791, 1.2962, 1.9599]], "lowdin_charge": [0.1169, -0.0537, -0.3984, -0.0759, -0.1168, -0.0989, -0.0918, 0.1131, 0.0918, 0.1081, 0.1380, 0.1605, 0.1071]}

***

Which one sits at the top of the stability order? run i does.